Entry 1:
Density functional theory data (ωB97M-V/def2-TZVPD) for 3 unconnected molecules or ions with the total composition C7H18N2O.

Results
- total charge = 0
- 2S+1 = 1

Positions of all 28 atoms, in Å:
1 C 1.89 1.11 1.51
2 H 1.98 1.59 0.53
3 C -0.58 1.46 -1.73
4 H -1.54 -1.14 0.53
5 H 2.64 -0.67 -0.51
6 H -3.75 0.20 0.73
7 C 1.65 -0.36 1.38
8 C -2.90 0.52 0.12
9 C 2.63 -1.09 0.50
10 H 2.39 -2.15 0.43
11 H -0.02 -0.45 2.65
12 H 0.35 -1.60 -1.73
13 H -3.29 1.05 -0.74
14 O -2.49 -1.44 -1.22
15 C -2.15 -0.72 -0.29
16 H 1.09 1.60 2.06
17 C 0.67 -0.98 2.01
18 H 0.34 1.76 -2.24
19 H 3.63 -0.99 0.91
20 H 0.25 0.12 -0.41
21 H -1.39 1.44 -2.45
22 H 0.52 -2.05 1.93
23 H -2.28 1.18 0.73
24 N -0.45 0.13 -1.14
25 H -0.81 2.18 -0.94
26 N -0.13 -0.81 -2.16
27 H -1.04 -1.19 -2.47
28 H 2.82 1.29 2.04

Löwdin population analysis, charges in e, atoms 1 to 8: C -0.069; H 0.076; C -0.094; H 0.097; H 0.078; H 0.080; C -0.458; C -0.061

Entry 2:
Density functional theory data (ωB97M-V/def2-TZVPD) for 18 unconnected molecules or ions with the total composition H35O18 in a non-equilibrium geometry.

Results
- total charge = -1
- 2S+1 = 1

Positions of all 53 atoms, in Å:
1 O -1.73 -0.32 1.66
2 H 2.53 2.53 4.05
3 O -4.22 1.89 3.04
4 O 0.93 -3.25 -0.02
5 H -1.48 -0.31 2.58
6 O -2.78 0.70 -2.79
7 H 4.06 0.69 0.05
8 H -2.37 -2.46 0.58
9 O -2.64 5.22 0.18
10 H 0.74 0.48 -1.57
11 H 4.01 -2.88 0.83
12 O 0.78 -3.95 2.69
13 H 0.08 2.51 0.47
14 H -0.41 1.15 -0.69
15 O -4.64 1.19 -0.48
16 O -1.54 -4.74 -2.49
17 H 1.64 -1.80 -4.67
18 H 3.42 2.11 2.96
19 H -1.24 -3.81 -2.54
20 O 0.94 0.86 -2.50
21 H 0.96 -0.43 2.05
22 H -1.29 -4.65 -1.55
23 H 2.53 3.97 -1.79
24 H -3.39 1.61 2.64
25 H 0.34 0.22 -2.92
26 O 3.20 3.38 -2.15
27 O 2.47 -2.24 -4.83
28 H -1.33 1.96 0.71
29 H -4.91 1.47 2.51
30 H -4.32 2.10 -0.63
31 H -2.06 4.47 0.11
32 H -3.34 -0.07 -2.65
33 H -1.06 0.14 1.11
34 H -4.44 0.89 -1.38
35 H 0.32 -2.89 0.63
36 H 4.25 -4.20 0.37
37 O -0.83 2.76 0.64
38 O -2.83 -3.08 1.17
39 H 5.09 1.77 -0.69
40 O 4.14 -3.76 1.22
41 O 0.90 0.44 2.43
42 H -2.50 6.02 -0.32
43 O 0.06 0.56 -0.09
44 H 0.38 0.96 1.81
45 H -2.19 0.77 -2.03
46 H 3.18 -1.67 -4.52
47 H 1.52 -4.08 2.09
48 O 2.80 2.82 3.17
49 H 2.82 2.50 -2.05
50 O 4.92 0.99 -0.17
51 H 1.27 -2.45 -0.42
52 H 0.02 -3.58 2.24
53 H -2.79 -2.52 1.96

Löwdin population analysis, charges in e, atoms 1 to 8: O -0.084; H 0.032; O -0.063; O -0.046; H 0.035; O -0.046; H 0.007; H 0.012

So what do the calculations give for DFT total energy? Going down the list: -12576.4426, -37424.0333 eV.
So what do the calculations give for energy above the lowest of the compared OMol25 structures with the same formula, charge and spin? Going down the list: 278.6, 179.8 kJ/mol.